1.
{
  "formula": "C2H6N2",
  "method": "ωB97M-V with the def2-TZVPD basis set",
  "smiles": "C/C=N\\N",
  "e_tot_ha": -189.25391,
  "relative_energy_kj_mol": 198.6,
  "homo_energy_ev": -8.57,
  "symbols": ["C", "C", "N", "N", "H", "H", "H", "H", "H", "H"],
  "xyz": [[0.99, 0.36, -0.51], [0.32, -0.97, -0.17], [-0.82, -0.99, 0.39], [-1.43, 0.20, 0.68], [1.34, 0.71, 0.55], [0.22, 1.10, -0.91], [1.91, 0.30, -1.15], [0.67, -1.91, -0.55], [-2.27, 0.17, 1.23], [-0.93, 1.02, 0.43]],
  "nbo_charge": [-0.707, -0.015, -0.218, -0.667, 0.224, 0.207, 0.237, 0.191, 0.390, 0.358]
}

=====

2.
{
  "formula": "C2H6N2",
  "method": "ωB97M-V with the def2-TZVPD basis set",
  "smiles": "[H]/N=C/NC",
  "e_tot_ha": -189.29974,
  "relative_energy_kj_mol": 78.3,
  "homo_energy_ev": -8.79,
  "symbols": ["H", "N", "C", "N", "C", "H", "H", "H", "H", "H"],
  "xyz": [[2.28, 0.14, -1.25], [1.39, -0.35, -1.16], [0.73, 0.16, -0.20], [-0.47, -0.34, 0.19], [-1.43, 0.33, 1.02], [1.09, 1.01, 0.40], [-0.80, -1.06, -0.45], [-2.40, 0.38, 0.54], [-1.56, -0.17, 1.98], [-1.12, 1.35, 1.25]],
  "nbo_charge": [0.338, -0.732, 0.284, -0.613, -0.404, 0.141, 0.396, 0.199, 0.189, 0.201]
}

=====

3.
{
  "formula": "C2H6N2O",
  "method": "ωB97M-V with the def2-TZVPD basis set",
  "smiles": "NC=O.C=N",
  "e_tot_ha": -264.49775,
  "relative_energy_kj_mol": 235.2,
  "homo_energy_ev": -9.52,
  "symbols": ["N", "C", "O", "H", "H", "H", "C", "N", "H", "H", "H"],
  "xyz": [[2.35, -0.25, -1.27], [2.65, -0.46, 0.07], [2.30, 0.38, 0.85], [1.97, 0.54, -1.57], [2.75, -0.82, -2.02], [3.05, -1.50, 0.15], [-3.65, -0.34, 0.62], [-3.75, 0.77, -0.03], [-4.39, -1.19, 0.32], [-2.87, -0.51, 1.26], [-3.12, 1.61, 0.02]],
  "nbo_charge": [-0.818, 0.527, -0.580, 0.379, 0.378, 0.114, -0.045, -0.634, 0.169, 0.150, 0.361]
}

=====

4.
{
  "formula": "C2H6N2O",
  "method": "ωB97M-V with the def2-TZVPD basis set",
  "smiles": "NC=O.C=N",
  "e_tot_ha": -264.50061,
  "relative_energy_kj_mol": 227.6,
  "homo_energy_ev": -9.67,
  "symbols": ["N", "C", "O", "H", "H", "H", "C", "N", "H", "H", "H"],
  "xyz": [[-1.40, 0.42, 0.17], [-2.46, 0.04, 0.97], [-2.36, -0.82, 1.80], [-0.79, -0.25, -0.28], [-1.34, 1.34, -0.23], [-3.25, 0.79, 0.70], [2.47, -0.48, -0.94], [1.49, -0.12, -0.19], [2.31, -1.18, -1.76], [3.42, 0.07, -0.93], [1.92, 0.17, 0.69]],
  "nbo_charge": [-0.857, 0.530, -0.572, 0.419, 0.379, 0.094, -0.021, -0.630, 0.159, 0.150, 0.349]
}

=====

5.
{
  "formula": "C2H6N2O",
  "method": "ωB97M-V with the def2-TZVPD basis set",
  "smiles": "[H]/N=C(\\N)OC",
  "e_tot_ha": -264.48612,
  "relative_energy_kj_mol": 265.7,
  "homo_energy_ev": -9.74,
  "symbols": ["H", "N", "C", "N", "O", "C", "H", "H", "H", "H", "H"],
  "xyz": [[1.19, 1.85, 0.03], [0.20, 1.41, -0.20], [0.64, 0.19, -0.10], [1.86, -0.52, -0.14], [-0.38, -0.82, -0.29], [-1.69, -0.08, -0.02], [1.52, -1.55, 0.17], [2.66, -0.10, 0.34], [-1.73, 0.27, 1.03], [-1.91, 0.37, -0.87], [-2.36, -1.01, 0.04]],
  "nbo_charge": [0.327, -0.722, 0.659, -0.847, -0.568, -0.245, 0.421, 0.394, 0.210, 0.196, 0.175]
}

=====

6.
{
  "formula": "C2H6N2O",
  "method": "ωB97M-V with the def2-TZVPD basis set",
  "smiles": "[H]/N=C/NOC",
  "e_tot_ha": -264.44430,
  "relative_energy_kj_mol": 375.5,
  "homo_energy_ev": -9.10,
  "symbols": ["H", "N", "C", "N", "O", "C", "H", "H", "H", "H", "H"],
  "xyz": [[2.55, -1.06, -0.11], [1.59, -0.84, -0.16], [1.22, 0.29, 0.19], [-0.02, 0.93, 0.10], [-0.95, 0.27, -0.54], [-1.64, -0.64, 0.27], [1.94, 1.05, 0.64], [-0.07, 1.88, -0.03], [-2.25, 0.02, 0.97], [-0.85, -1.15, 0.97], [-2.19, -1.37, -0.47]],
  "nbo_charge": [0.362, -0.720, 0.274, -0.336, -0.392, -0.269, 0.124, 0.378, 0.173, 0.192, 0.214]
}

=====

7.
{
  "formula": "C2H6N2O2",
  "method": "ωB97M-V with the def2-TZVPD basis set",
  "smiles": "NC[C@H](O)N=O",
  "e_tot_ha": -339.62068,
  "relative_energy_kj_mol": 556.5,
  "homo_energy_ev": [-8.29, -8.29],
  "symbols": ["N", "C", "C", "O", "N", "O", "H", "H", "H", "H", "H", "H"],
  "xyz": [[0.19, -0.51, 1.41], [-0.55, 0.88, 0.52], [-0.13, 0.63, -0.83], [-0.99, -0.19, -1.56], [1.31, -0.38, -0.33], [1.28, -1.44, -0.91], [1.03, -0.59, 1.98], [-0.35, -1.35, 1.24], [-0.08, 1.73, 1.01], [-1.59, 0.72, 0.76], [0.34, 1.43, -1.40], [-0.46, -0.94, -1.89]],
  "nbo_charge": [-0.859, -0.179, 0.084, -0.717, 0.185, -0.387, 0.397, 0.375, 0.221, 0.230, 0.171, 0.480]
}

=====

8.
{
  "formula": "C2H6N2O2",
  "method": "ωB97M-V with the def2-TZVPD basis set",
  "e_tot_ha": -339.41613,
  "relative_energy_kj_mol": 1093.6,
  "homo_energy_ev": -8.76,
  "symbols": ["C", "C", "H", "H", "H", "H", "H", "H", "N", "N", "O", "O"],
  "xyz": [[1.07, -0.31, 0.98], [-0.74, 0.17, -0.54], [2.08, -0.24, -0.25], [1.18, -1.40, 1.79], [1.17, 1.17, 1.97], [-1.47, -1.32, 1.93], [-1.81, 0.31, -0.61], [0.25, 1.67, -3.22], [-0.32, -0.25, 0.80], [0.21, 0.66, -1.35], [-1.24, -1.53, 1.03], [-0.37, 1.08, -2.54]],
  "nbo_charge": [-0.418, 0.165, 0.272, 0.249, 0.152, 0.469, 0.206, 0.490, -0.273, -0.147, -0.582, -0.583]
}

=====

9.
{
  "formula": "C2H6N2O2",
  "method": "ωB97M-V with the def2-TZVPD basis set",
  "smiles": "CNNC(=O)O",
  "e_tot_ha": -339.74428,
  "relative_energy_kj_mol": 232.0,
  "homo_energy_ev": -9.40,
  "symbols": ["C", "N", "N", "C", "O", "O", "H", "H", "H", "H", "H", "H"],
  "xyz": [[1.36, -0.55, 0.06], [-0.10, -0.54, 0.82], [-1.15, -0.25, 0.00], [-1.37, 1.11, -0.38], [-2.27, 1.40, -1.11], [-0.38, 1.88, 0.02], [2.04, -0.81, 0.87], [1.37, -1.38, -0.65], [1.78, 0.28, -0.51], [-0.24, -1.45, 1.26], [-1.47, -0.94, -0.68], [0.43, 1.25, 0.30]],
  "nbo_charge": [-0.507, -0.467, -0.519, 0.877, -0.605, -0.681, 0.214, 0.199, 0.219, 0.380, 0.376, 0.515]
}

=====

10.
{
  "formula": "C2H6N2O2",
  "method": "ωB97M-V with the def2-TZVPD basis set",
  "smiles": "C=C=O.N=O.N",
  "e_tot_ha": -339.65648,
  "relative_energy_kj_mol": 462.5,
  "homo_energy_ev": -9.36,
  "symbols": ["C", "C", "O", "H", "H", "N", "O", "H", "N", "H", "H", "H"],
  "xyz": [[1.15, 0.98, -0.35], [0.75, 1.56, -1.43], [0.34, 2.06, -2.39], [1.10, 1.48, 0.60], [1.60, 0.01, -0.38], [-2.38, 0.34, -0.01], [-1.48, -0.25, -0.57], [-3.02, 0.83, -0.68], [0.38, -1.94, 1.47], [1.11, -2.34, 0.89], [0.78, -1.18, 2.00], [-0.34, -1.56, 0.86]],
  "nbo_charge": [-0.790, 0.722, -0.460, 0.262, 0.267, -0.007, -0.250, 0.256, -1.078, 0.352, 0.353, 0.372]
}

=====

11.
{
  "formula": "C2H6N2O2S",
  "method": "ωB97M-V with the def2-TZVPD basis set",
  "smiles": "[H]/N=C1/CO1.N=S.O",
  "e_tot_ha": -737.81147,
  "relative_energy_kj_mol": 503.0,
  "homo_energy_ev": [-9.05, -9.04],
  "symbols": ["H", "N", "C", "C", "O", "H", "H", "N", "S", "H", "O", "H", "H"],
  "xyz": [[3.11, -0.76, 1.87], [2.75, -0.79, 0.94], [3.07, 0.23, 0.23], [3.04, 0.92, -1.00], [3.36, 1.52, 0.30], [3.90, 0.92, -1.66], [2.10, 1.27, -1.39], [-5.23, 0.59, -0.48], [-4.21, -0.07, 0.46], [-4.94, 1.23, -1.14], [-2.03, -1.91, 0.86], [-2.47, -1.02, 1.07], [-2.46, -2.12, -0.06]],
  "nbo_charge": [0.357, -0.681, 0.540, -0.162, -0.453, 0.201, 0.198, -0.730, 0.389, 0.347, -0.915, 0.447, 0.462]
}

=====

12.
{
  "formula": "C2H6N2O3",
  "method": "ωB97M-V with the def2-TZVPD basis set",
  "e_tot_ha": -414.81683,
  "relative_energy_kj_mol": 731.9,
  "homo_energy_ev": -9.63,
  "symbols": ["C", "C", "N", "N", "O", "O", "O", "H", "H", "H", "H", "H", "H"],
  "xyz": [[-0.58, 0.58, -1.63], [0.34, 0.09, -0.49], [-0.38, -0.33, 0.65], [1.00, -1.05, 1.65], [2.07, -1.16, 1.08], [0.69, -1.02, 2.82], [-0.95, 0.73, 1.28], [-1.51, 1.12, -1.26], [0.00, 1.19, -2.39], [-0.91, -0.33, -2.10], [0.84, -0.90, -0.87], [1.19, 0.77, -0.25], [-1.80, 0.31, 1.52]],
  "nbo_charge": [-0.621, -0.287, -0.052, 0.569, -0.345, -0.328, -0.513, 0.218, 0.227, 0.213, 0.227, 0.200, 0.492]
}

=====

13.
{
  "formula": "C2H6N2O3",
  "method": "ωB97M-V with the def2-TZVPD basis set",
  "spin_multiplicity": 3,
  "e_tot_ha": -414.87143,
  "relative_energy_kj_mol": 66.9,
  "homo_energy_ev": [-6.51, -10.66],
  "symbols": ["C", "C", "N", "N", "O", "O", "O", "H", "H", "H", "H", "H", "H"],
  "xyz": [[-0.91, -0.66, -2.15], [0.47, 0.25, 1.83], [-0.50, -0.14, -0.78], [0.20, 0.73, -0.41], [1.80, 0.57, 1.50], [-0.10, 1.15, 2.62], [0.07, -0.88, 1.73], [-0.55, 0.07, -2.90], [-1.91, -0.89, -2.22], [-0.23, -1.55, -2.40], [2.08, 0.35, 0.65], [0.60, 1.88, 2.77], [-1.02, -0.89, -0.24]],
  "nbo_charge": [-0.421, 0.989, -0.443, -0.143, -0.746, -0.661, -0.630, 0.215, 0.210, 0.200, 0.509, 0.508, 0.413]
}

=====

14.
{
  "formula": "C2H6N2OP",
  "method": "ωB97M-V with the def2-TZVPD basis set",
  "smiles": "[NH+]#[PH]CCN=O",
  "e_tot_ha": -605.42320,
  "relative_energy_kj_mol": 236.8,
  "homo_energy_ev": [-12.84, -13.54],
  "charge": 1,
  "symbols": ["N", "P", "C", "C", "N", "O", "H", "H", "H", "H", "H", "H"],
  "xyz": [[1.66, 0.32, 0.60], [1.29, 0.32, -0.87], [-0.57, 0.39, -0.89], [-1.16, -0.07, 0.47], [-0.22, -0.75, 1.28], [-0.38, -1.24, 2.34], [2.55, -0.02, 0.98], [2.09, -0.42, -1.99], [-0.94, -0.12, -1.67], [-0.80, 1.54, -1.17], [-1.51, 0.79, 0.87], [-2.00, -0.75, 0.05]],
  "nbo_charge": [-0.939, 1.308, -0.688, -0.337, 0.192, -0.133, 0.442, 0.059, 0.256, 0.300, 0.256, 0.285]
}

=====

15.
{
  "formula": "C2H6N2OP2",
  "method": "ωB97M-V with the def2-TZVPD basis set",
  "smiles": "C=C(N)O/P=N/P",
  "e_tot_ha": -947.19490,
  "relative_energy_kj_mol": 80.3,
  "homo_energy_ev": -7.60,
  "symbols": ["C", "C", "N", "O", "P", "N", "P", "H", "H", "H", "H", "H", "H"],
  "xyz": [[0.59, -0.51, -0.97], [1.15, 0.50, -0.17], [2.22, 0.51, 0.63], [0.41, 1.70, -0.06], [-1.24, 1.78, 0.33], [-1.56, 0.32, 0.10], [-2.81, -0.75, 0.05], [-0.24, -0.28, -1.60], [0.94, -1.51, -1.06], [2.99, -0.07, 0.51], [2.32, 1.22, 1.37], [-1.87, -1.65, -0.42], [-2.91, -1.27, 1.28]],
  "nbo_charge": [-0.583, 0.488, -0.828, -0.821, 1.385, -1.314, 0.566, 0.211, 0.203, 0.399, 0.403, -0.054, -0.057]
}

=====

16.
{
  "formula": "C2H6N2OS",
  "method": "ωB97M-V with the def2-TZVPD basis set",
  "smiles": "C=NN.O=CS",
  "e_tot_ha": -662.65760,
  "relative_energy_kj_mol": 286.9,
  "homo_energy_ev": -9.69,
  "symbols": ["C", "N", "N", "H", "H", "H", "H", "O", "C", "S", "H", "H"],
  "xyz": [[0.19, -1.04, -1.23], [0.30, 0.03, -0.56], [1.34, 0.87, -0.80], [-0.60, -1.87, -1.24], [1.02, -1.10, -1.98], [1.67, 0.98, 0.11], [2.09, 0.42, -1.34], [-1.16, -0.88, 2.02], [-1.68, 0.12, 2.40], [-1.40, 1.67, 1.66], [-2.27, 0.25, 3.27], [-0.63, 1.23, 0.69]],
  "nbo_charge": [-0.125, -0.248, -0.615, 0.218, 0.123, 0.361, 0.323, -0.533, 0.256, -0.058, 0.127, 0.172]
}

=====

17.
{
  "formula": "C2H6N2OS",
  "method": "ωB97M-V with the def2-TZVPD basis set",
  "smiles": "CN(S)C(N)=O",
  "e_tot_ha": -662.73985,
  "relative_energy_kj_mol": 71.0,
  "homo_energy_ev": -8.79,
  "symbols": ["C", "N", "S", "C", "N", "O", "H", "H", "H", "H", "H", "H"],
  "xyz": [[-1.37, -0.23, -0.57], [0.10, 0.14, -0.65], [0.96, -0.27, -2.04], [0.81, -0.01, 0.54], [0.29, 0.78, 1.55], [1.82, -0.67, 0.73], [-1.46, -1.33, -0.70], [-1.79, 0.07, 0.39], [-1.88, 0.26, -1.40], [1.72, -1.19, -1.44], [-0.14, 1.66, 1.27], [0.95, 0.79, 2.32]],
  "nbo_charge": [-0.406, -0.633, 0.168, 0.779, -0.850, -0.625, 0.199, 0.220, 0.209, 0.141, 0.395, 0.404]
}

=====

18.
{
  "formula": "C2H6N2OS",
  "method": "ωB97M-V with the def2-TZVPD basis set",
  "smiles": "[H]/N=C(/NO)SC",
  "e_tot_ha": -662.67153,
  "relative_energy_kj_mol": 250.3,
  "homo_energy_ev": -9.59,
  "symbols": ["H", "N", "C", "N", "O", "S", "C", "H", "H", "H", "H", "H"],
  "xyz": [[-0.59, 2.49, 0.34], [-1.20, 1.68, 0.23], [-0.42, 0.71, -0.12], [-1.01, -0.56, -0.24], [-2.44, -0.58, -0.17], [1.31, 0.79, -0.41], [1.80, -0.81, 0.26], [-0.68, -0.77, -1.20], [-2.54, 0.40, 0.03], [1.54, -1.66, -0.37], [2.89, -0.74, 0.40], [1.36, -0.97, 1.24]],
  "nbo_charge": [0.362, -0.733, 0.227, -0.342, -0.552, 0.241, -0.743, 0.355, 0.486, 0.226, 0.234, 0.238]
}

=====

19.
{
  "formula": "C2H6N2S",
  "method": "ωB97M-V with the def2-TZVPD basis set",
  "smiles": "[H]/N=C\\N(C)S",
  "e_tot_ha": -587.35663,
  "relative_energy_kj_mol": 387.0,
  "homo_energy_ev": -9.04,
  "symbols": ["H", "N", "C", "N", "C", "S", "H", "H", "H", "H", "H"],
  "xyz": [[0.03, -1.64, -1.38], [0.69, -0.97, -1.83], [0.44, 0.06, -0.98], [-0.20, -0.13, 0.23], [-0.19, 1.20, 1.00], [-1.23, -1.43, 0.29], [1.18, 0.93, -0.86], [0.45, 1.07, 1.95], [-1.30, 1.88, 1.01], [0.51, 1.74, 0.15], [-0.40, -2.70, 0.41]],
  "nbo_charge": [0.308, -0.645, 0.224, -0.632, -0.418, 0.198, 0.175, 0.228, 0.226, 0.209, 0.127]
}

=====

20.
{
  "formula": "C2H6N2S2",
  "method": "ωB97M-V with the def2-TZVPD basis set",
  "e_tot_ha": -985.53730,
  "relative_energy_kj_mol": 383.8,
  "homo_energy_ev": -8.99,
  "symbols": ["C", "C", "H", "H", "H", "H", "H", "H", "N", "N", "S", "S"],
  "xyz": [[2.03, -0.74, 0.03], [-0.24, 0.32, -0.09], [2.75, -1.65, 0.42], [2.37, -0.28, -0.89], [1.95, -0.04, 0.99], [0.18, 2.29, 0.16], [-2.15, 1.30, -0.98], [-3.32, -1.00, 1.06], [0.57, 1.27, -0.28], [-1.63, 0.48, 0.06], [0.39, -1.23, -0.30], [-2.90, -0.72, -0.18]],
  "nbo_charge": [-0.786, 0.191, 0.233, 0.239, 0.258, 0.351, 0.396, 0.110, -0.708, -0.761, 0.314, 0.163]
}